C3H2BrCl | ωB97M-V with the def2-TZVPD basis set

Properties
* LUMO energy: -1.27 eV
* energy above the lowest of the compared OMol25 structures with the same formula, charge and spin: 4.397 eV
* HOMO-LUMO gap: 7.234 eV

Each line ends with the Mulliken charge.
Atoms and positions in Å:
1 C -0.7661 0.7155 -0.5320  -0.0809
2 C 1.3078 -0.4377 0.1018  -0.2039
3 C -0.2592 -0.5119 0.2405  -0.2180
4 Cl -1.2325 1.9247 0.5525  -0.0725
5 Br 1.9644 0.1851 -1.5094  0.0298
6 H -0.5758 -0.3525 1.2699  0.2382
7 H -0.4386 -1.5233 -0.1233  0.3072

CH7N2O2 | ωB97M-V with the def2-TZVPD basis set

Properties
* total charge: +1
* LUMO energy: -3.62 eV
* energy above the lowest of the compared OMol25 structures with the same formula, charge and spin: 3.505 eV
* HOMO-LUMO gap: 10.853 eV

Each line ends with the Mulliken charge.
Atoms and positions in Å:
1 C -0.3337 0.4595 0.3127  0.1128
2 N 2.0012 -0.0136 0.2055  -0.4798
3 N -0.9182 -0.9245 -0.1913  -0.3288
4 O -1.1884 1.4349 0.0905  -0.4326
5 O 0.9142 0.5684 -0.5139  -0.2849
6 H -0.0856 0.3300 1.3729  0.4053
7 H 2.6917 -0.2325 -0.5059  0.2717
8 H 2.3987 0.7121 0.8066  0.2851
9 H -0.1460 -1.4336 -0.6512  0.3629
10 H -1.2971 -1.5027 0.5689  0.3632
11 H -1.6637 -0.7548 -0.8818  0.3475
12 H -1.0537 1.8903 -0.7543  0.3776